This record from the Open Molecules 2025 dataset describes a molecular structure, C27H26BBrF4N5O3RuS in a non-equilibrium geometry. The level of theory is ωB97M-V/def2-TZVPD.

```
! wB97M-V def2-TZVPD RIJCOSX def2/J DEFGRID3
* xyz 3 5
Br -0.185 6.136 -0.098
H 5.308 -3.306 -0.726
C 6.269 -1.496 -1.149
C -0.740 4.335 -0.066
C 2.095 1.228 -0.112
H -7.015 0.025 -1.482
O -1.630 -2.257 0.350
O -1.693 0.338 0.168
C 7.533 0.605 -1.556
H 2.437 1.804 0.748
N -4.565 1.392 -0.682
H -1.815 -4.452 -1.581
H 2.265 1.784 -1.033
H -2.835 4.797 -0.070
C -2.591 -4.438 -0.820
C 2.334 -1.046 2.177
H 8.446 2.559 -1.741
H 8.276 0.063 -2.123
C -2.493 2.681 -0.041
C -7.274 3.503 0.387
C -2.081 4.023 -0.055
H 2.891 -1.234 -1.073
H 1.268 3.623 -0.075
C -8.392 2.823 -0.005
H 6.980 -1.979 -1.807
F 0.916 -3.288 0.909
N 2.140 -0.967 0.849
H -2.878 -5.465 -0.591
H -4.235 -3.288 1.057
H 1.509 -0.740 2.813
C 4.337 -1.769 0.430
C -1.515 1.684 0.023
C 6.433 -0.043 -0.989
H -2.589 0.055 0.391
B 1.241 -3.826 -0.459
C 3.109 -1.307 -0.015
C -8.287 1.596 -0.696
H -3.453 -3.857 -1.142
C 5.692 1.952 -0.155
F 0.418 -4.855 -0.732
F 2.567 -4.013 -0.561
H -3.627 -4.675 2.008
C -3.927 2.455 -0.103
H -9.372 3.235 0.192
Ru 0.221 -1.203 0.382
C -6.011 2.914 0.095
C 0.229 3.332 -0.061
H -7.321 4.473 0.864
C -3.411 -3.664 1.660
O 0.687 0.915 0.025
C 4.514 -1.914 1.809
C 5.349 -2.238 -0.535
H -3.229 -3.021 2.519
N 6.706 2.631 -0.657
C 3.514 -1.521 2.694
H 3.649 -1.601 3.764
C 7.622 1.975 -1.347
H 5.432 -2.350 2.182
F 0.835 -2.639 -1.247
S -1.896 -3.756 0.685
C -5.927 1.665 -0.611
H -4.153 0.720 -1.311
N 5.523 0.644 -0.298
H -9.194 1.100 -1.019
C -7.048 0.988 -0.990
N -4.787 3.353 0.390
C -0.165 2.008 -0.011
H 2.636 0.292 -0.162
H 4.950 2.500 0.414
*
```

Properties
- Kohn-Sham gap (alpha / beta): 4.706 / 4.360 eV
- Energy: -5034.4585 hartree
- HOMO level (alpha / beta): -15.69 / -15.69 eV

This record from the Open Molecules 2025 dataset describes 3 unconnected molecules or ions with the total composition C6H14N2O in a non-equilibrium geometry. The level of theory is ωB97M-V/def2-TZVPD.

```
! wB97M-V def2-TZVPD RIJCOSX def2/J DEFGRID3
* xyz 0 1
H -0.200 1.791 -1.147
C 1.660 -0.016 0.454
H -2.034 -0.013 1.806
H -1.429 2.790 -1.928
H -3.081 -0.971 -1.272
H 2.502 0.248 1.109
H 2.507 -2.035 2.216
O 1.788 0.588 -0.819
H -1.980 2.253 -0.357
C 1.498 -1.524 0.396
H 0.755 0.406 0.901
H 1.254 -1.608 -1.493
C -2.130 0.482 -0.079
H 0.762 -1.841 2.367
C -0.993 2.507 -0.972
C -2.811 0.063 -1.137
H 1.426 -3.290 1.578
C 1.553 -2.220 1.721
H -2.939 0.704 -1.989
H -0.554 3.344 -0.443
N 1.359 -2.194 -0.663
H 2.598 0.269 -1.234
N -1.511 0.266 0.984
*
```

Properties
- Kohn-Sham gap: 9.455 eV
- Energy: -421.6363 hartree
- HOMO level: -8.74 eV
- SMILES string: [H]/N=C(/C)CO.C=C=N.C

This record from the Open Molecules 2025 dataset describes 2 unconnected molecules or ions with the total composition C3H11NOS in a non-equilibrium geometry. The level of theory is ωB97M-V/def2-TZVPD.

```
! wB97M-V def2-TZVPD RIJCOSX def2/J DEFGRID3
* xyz 0 1
H 0.262 -0.519 -2.687
H 2.079 0.264 -0.333
H -0.241 -1.738 2.195
S -2.413 -1.276 0.966
H -0.205 -0.891 -0.689
O 0.333 0.378 -2.852
H -0.711 -0.126 2.237
C -0.665 -0.877 1.508
H 0.408 2.172 -0.543
C 0.595 1.587 0.460
N 1.375 0.305 0.455
H -0.533 0.752 -2.676
H -0.308 1.414 0.979
H -2.243 -1.125 -0.471
C 0.220 -0.790 0.292
H 0.714 -1.731 0.121
H 1.332 2.200 1.039
*
```

Properties
- Kohn-Sham gap: 9.612 eV
- Energy: -648.9876 hartree
- HOMO level: -9.13 eV
- SMILES string: CNCCS.O

This record from the Open Molecules 2025 dataset describes a molecular structure, C22H38CoO12 in a non-equilibrium geometry. The level of theory is ωB97M-V/def2-TZVPD.

```
! wB97M-V def2-TZVPD RIJCOSX def2/J DEFGRID3
* xyz 2 4
H -2.057 -2.024 -3.424
C -2.627 2.797 2.400
C 1.980 3.090 1.273
O -1.051 -2.770 3.336
O 2.211 -0.668 -3.114
O 0.380 2.287 -2.306
H 1.396 3.919 -3.141
H 3.275 -1.893 -4.366
C -1.298 2.025 2.549
H 1.379 3.717 1.932
O 1.683 1.795 1.407
H 2.297 1.508 2.087
H -0.540 4.598 3.104
H 1.865 -0.780 3.605
C -1.828 -3.843 3.898
H 3.035 -0.235 -4.993
O -0.836 1.502 -0.648
O -0.552 2.602 3.428
H -1.867 -4.342 1.152
H -0.689 4.120 4.782
H -0.673 -5.077 -1.228
H -3.266 -3.195 0.987
C -1.009 3.873 3.769
Co 0.327 0.106 0.524
C 4.578 -0.458 -3.405
C -1.574 -4.081 -2.885
O -0.943 -1.625 1.444
O 1.883 -1.126 1.519
H -2.201 3.772 -1.209
O -0.385 -1.137 -1.148
H 5.065 -1.331 -2.970
C -1.400 -2.547 2.040
H -1.406 -4.184 -3.957
H 4.701 0.137 -1.330
C -3.056 -3.902 2.954
C -0.799 4.222 -2.933
C -2.469 -3.569 1.630
C -1.681 3.335 -2.061
C -0.661 -2.222 -1.708
H -3.813 -3.240 3.374
H -2.129 -3.469 4.877
H 0.408 2.992 -4.260
O 0.182 -3.310 -1.616
H -2.932 3.242 4.596
C -0.386 -4.494 -2.104
H 5.255 0.133 -4.022
H 3.021 3.389 1.391
H -2.773 3.311 1.450
O -0.915 1.029 1.928
C 2.681 -0.056 -1.975
C 4.096 0.381 -2.203
C -1.901 -2.585 -2.502
O 1.958 0.064 -0.972
H -2.436 -4.693 -2.618
C 2.366 -1.367 2.835
H 2.519 -1.455 0.880
C -2.597 3.709 3.669
H -2.853 -2.560 -1.972
C 0.462 3.365 -3.238
C -0.709 2.274 -1.599
H 1.651 3.445 0.296
H -3.505 2.152 2.440
H 4.204 1.444 -2.422
H -2.458 2.778 -2.586
H -3.099 4.656 3.472
H 0.373 -4.914 -2.763
H 3.429 -1.185 2.995
H -3.472 -4.909 2.944
H -1.410 4.405 -3.817
H -0.578 5.164 -2.432
C 3.224 -0.837 -4.104
H 2.312 -2.428 3.080
H -1.363 -4.826 3.982
*
```

Properties
- Kohn-Sham gap (alpha / beta): 11.224 / 10.746 eV
- Energy: -3146.2809 hartree
- HOMO level (alpha / beta): -15.33 / -15.31 eV